1.
{"formula": "C18H21N2NaO5S6", "method": "ωB97M-V with the def2-TZVPD basis set", "charge": -2, "multiplicity": 1, "gap_ev": 6.0162, "elements": ["Na", "O", "C", "O", "H", "C", "S", "C", "C", "S", "S", "C", "S", "S", "H", "H", "H", "C", "C", "O", "O", "H", "H", "H", "C", "C", "C", "N", "C", "S", "N", "C", "O", "C", "C", "C", "C", "C", "C", "H", "H", "H", "H", "H", "H", "H", "H", "H", "H", "H", "H", "H", "H"], "xyz": [[-0.0606, -0.4309, -3.1223], [-0.1790, -0.5359, -5.2704], [-0.6576, -1.6727, -5.0032], [-1.1492, -2.0503, -3.8983], [-0.6332, -2.4254, -5.8138], [5.4976, -2.2949, 0.4618], [6.2009, -3.3224, -0.8506], [6.2896, -2.1752, -2.1627], [5.2270, -1.5730, -2.7849], [3.5542, -1.6712, -2.4825], [5.7735, -0.5081, -4.0880], [7.4701, -0.7368, -4.0092], [8.5780, -0.0172, -5.0360], [7.8926, -1.7894, -2.7419], [5.3107, -2.9543, 1.3115], [4.5552, -1.8728, 0.1101], [6.1918, -1.5060, 0.7513], [1.9348, 1.5599, -0.6265], [0.4197, 1.4568, -0.7083], [-0.2774, 2.2730, -0.0646], [-0.0364, 0.5028, -1.4083], [2.2330, 2.2932, 0.1227], [2.3383, 1.8522, -1.6004], [2.3614, 0.5797, -0.4042], [-1.5526, 2.3966, 2.8369], [-1.0211, 1.0216, 3.2401], [-0.3101, 0.3050, 2.0975], [-1.2351, 0.0377, 1.0057], [-1.4898, -1.1636, 0.4929], [-0.9364, -2.6528, 0.9940], [-2.4154, -1.0638, -0.5621], [-3.5620, -0.3194, -0.5914], [-4.1943, -0.1488, -1.6147], [-4.0832, 0.2340, 0.7071], [-4.5948, 1.5241, 0.7082], [-5.1410, 2.0549, 1.8694], [-5.1920, 1.2873, 3.0283], [-4.6968, -0.0126, 3.0182], [-4.1398, -0.5381, 1.8604], [-1.9386, 2.9464, 3.6992], [-2.3657, 2.3020, 2.1131], [-0.7672, 2.9942, 2.3671], [-1.8505, 0.3945, 3.5836], [-0.3154, 1.1159, 4.0708], [0.1194, -0.6363, 2.4272], [0.4894, 0.9349, 1.6966], [-1.3133, 0.8073, 0.3300], [-2.1596, -1.5095, -1.4307], [-4.5511, 2.1037, -0.2062], [-5.5291, 3.0672, 1.8688], [-5.6145, 1.7014, 3.9376], [-4.7356, -0.6171, 3.9171], [-3.7389, -1.5476, 1.8538]], "forces_ev_per_a": [[0.6, 0.1, -0.3], [-0.3, -0.8, -0.2], [-0.2, 0.2, 0.0], [0.0, -0.2, -0.8], [0.0, -0.1, -0.1], [0.0, 0.0, 0.0], [-0.1, 0.0, 0.1], [-0.1, 0.0, 0.0], [0.0, 0.0, 0.0], [0.2, 0.0, 0.0], [-0.2, 0.2, -0.2], [0.1, 0.0, -0.1], [-0.1, 0.0, 0.1], [0.1, -0.1, 0.1], [0.0, 0.0, 0.0], [0.0, 0.0, 0.0], [0.0, 0.0, 0.0], [0.1, 0.1, 0.0], [0.2, 0.0, -0.5], [0.0, 0.0, -0.3], [0.2, 1.3, 1.3], [0.0, 0.0, 0.0], [0.0, 0.0, 0.1], [0.0, 0.0, 0.0], [0.0, 0.0, 0.0], [0.0, 0.1, 0.0], [-0.2, -0.1, 0.0], [0.3, -0.6, 0.1], [-0.2, 0.3, 0.5], [0.0, 0.2, 0.0], [-0.2, -0.1, -0.2], [0.1, 0.0, 0.0], [-0.1, 0.0, -0.1], [0.0, 0.0, 0.0], [-0.1, 0.1, 0.0], [0.0, -0.1, 0.0], [0.0, 0.0, -0.1], [0.0, 0.1, -0.1], [-0.1, -0.1, 0.1], [0.0, -0.1, 0.0], [0.1, 0.0, 0.0], [-0.1, -0.1, 0.0], [0.1, 0.0, 0.1], [0.0, 0.0, 0.0], [0.0, -0.1, 0.0], [-0.1, -0.1, 0.2], [-0.2, 0.2, 0.4], [-0.1, -0.3, -0.2], [0.0, 0.0, 0.0], [0.0, 0.0, 0.0], [0.0, 0.0, 0.0], [0.0, 0.0, 0.0], [0.0, 0.1, 0.0]]}

=====

2.
{"formula": "C18H21N2O5", "method": "ωB97M-V with the def2-TZVPD basis set", "charge": 1, "multiplicity": 1, "gap_ev": 5.7219, "elements": ["C", "C", "C", "C", "N", "C", "C", "C", "O", "C", "C", "O", "C", "C", "O", "C", "N", "H", "H", "H", "H", "H", "H", "H", "H", "H", "H", "H", "H", "H", "H", "H", "H", "H", "C", "C", "C", "O", "C", "C", "C", "O", "H", "H", "H", "H"], "xyz": [[-3.2793, -1.0032, -0.6604], [-3.3781, -1.1038, 0.8425], [-2.6529, -2.3711, 1.5879], [-1.3043, -1.9982, 2.4424], [-1.3028, -0.8074, 3.3828], [0.0284, -0.6167, 3.7749], [0.3387, 0.5854, 4.8456], [0.9118, 1.9735, 4.1876], [1.6427, 1.8102, 2.9214], [1.1659, 2.7546, 1.8876], [0.8629, 2.0780, 0.3887], [0.9630, 4.0639, 2.0548], [1.0544, -1.7232, 3.0765], [0.1791, -2.1407, 1.7182], [0.5864, -1.1153, 0.7422], [0.1500, -1.5422, -0.6152], [-0.2317, -1.6695, -1.8423], [-4.0189, -1.6350, -1.3300], [-2.4836, -0.2399, -1.0902], [-3.9766, -0.3434, 1.5176], [-2.3416, -3.1711, 0.7805], [-3.4699, -2.8721, 2.2949], [-1.2647, -2.9020, 3.2214], [-2.1259, -0.2384, 3.7278], [1.0744, 0.2592, 5.7122], [-0.6958, 0.8602, 5.3612], [1.6996, 2.4107, 4.9691], [0.0191, 2.7266, 4.0923], [1.7778, 1.3342, 0.2066], [-0.1105, 1.4297, 0.5313], [0.7856, 2.8915, -0.4492], [2.1139, -1.3680, 2.7283], [1.0264, -2.7043, 3.7414], [0.3603, -3.1956, 1.2445], [1.5404, 1.5533, -6.8582], [1.4236, 2.2226, -5.7072], [1.1984, 1.5170, -4.4303], [1.0894, 2.1289, -3.3766], [1.1089, 0.0439, -4.4742], [1.2257, -0.6253, -5.6252], [1.4509, 0.0803, -6.9022], [1.5599, -0.5316, -7.9559], [1.7051, 2.0555, -7.8037], [1.4877, 3.3030, -5.6583], [0.9442, -0.4582, -3.5288], [1.1616, -1.7057, -5.6742]], "forces_ev_per_a": [[-0.1, 0.5, 2.5], [0.9, -0.8, -1.6], [-2.6, -0.2, -0.4], [-1.2, -3.0, -0.2], [5.4, -0.1, 0.0], [-2.3, 0.7, 0.0], [-0.4, -0.5, 0.1], [0.5, 1.2, 1.3], [-2.6, 1.8, -1.0], [-1.2, 5.6, -1.0], [1.2, -0.6, 1.7], [1.4, -8.7, -0.1], [-1.7, -0.3, -1.0], [-0.1, 0.7, 2.2], [-2.4, -2.6, -4.0], [-1.8, 0.9, -5.9], [3.3, 0.9, 10.7], [2.9, 0.2, 1.2], [-3.1, -0.5, 0.5], [2.5, -0.6, -1.3], [-0.5, 1.6, 1.6], [2.1, 0.9, -1.1], [0.0, 1.6, -1.8], [1.4, -1.0, -0.7], [-1.5, 0.2, -2.1], [2.2, -0.7, -1.1], [-1.9, -0.9, -1.6], [1.9, -1.4, -0.1], [-2.1, 1.6, 0.2], [1.9, 1.4, -0.5], [0.1, -1.6, 1.9], [-2.1, -0.4, 1.3], [0.4, 2.2, -1.1], [-0.4, 1.9, 1.4], [0.0, 0.4, 0.2], [0.1, 0.0, -0.4], [-0.1, 0.3, 0.5], [0.0, -0.3, -0.4], [0.0, -0.4, -0.2], [-0.1, 0.0, 0.5], [0.1, -0.5, -1.0], [-0.1, 0.5, 0.8], [0.0, 0.0, 0.0], [0.0, 0.0, 0.0], [0.0, 0.0, -0.1], [0.0, 0.0, 0.0]]}

=====

Number 1: LUMO 3.96 eV. Number 2: LUMO -5.02 eV.